Molecular formula: C5H13NO2P
Method: DFT, wB97M-V/def2-TZVPD

Each line ends with the natural charge from an NBO analysis.
Cartesian coordinates (Å):
C: 1.09910 0.31056 -2.16035  -1.031
P: 1.28102 0.39185 -0.34375  1.837
C: 1.05546 2.17545 0.16132  -0.995
O: 2.40919 -0.29871 0.35090  -1.058
C: -0.56877 -0.62799 0.52356  -0.150
N: 0.02505 -1.49186 1.55934  -0.766
C: -1.55590 -1.38250 -0.38064  -0.093
O: -2.66285 -0.65557 0.15505  -0.499
C: -1.78309 0.21977 0.89968  -0.087
H: 1.40545 -0.74110 -2.48921  0.285
H: 0.18739 0.63565 -2.62210  0.278
H: 1.94423 0.90007 -2.55071  0.279
H: 1.91786 2.50390 -0.45194  0.261
H: 0.09449 2.63905 -0.16920  0.264
H: 1.17031 2.34276 1.29161  0.278
H: 1.08621 -1.12044 1.64890  0.490
H: 0.07454 -2.55501 1.45565  0.459
H: -0.34144 -1.40837 2.61981  0.450
H: -1.42681 -0.89342 -1.46754  0.184
H: -1.71772 -2.43466 -0.46886  0.218
H: -2.02595 0.28065 1.96287  0.199
H: -1.66776 1.20992 0.47562  0.197

E	-744.57783	Ha
net charge	+1
E_HOMO	-13.699	eV
multiplicity	1
energy above the lowest of the compared OMol25 structures with the same formula, charge and spin	275.6	kJ/mol
frontier orbital gap	10.24	eV
SMILES	CP(C)(=O)C1([NH3+])COC1